[1]
{
  "formula": "C17H26BN3O8PS2",
  "method": "wB97M-V/def2-TZVPD",
  "species": ["C", "C", "O", "O", "C", "O", "C", "N", "C", "C", "C", "P", "O", "O", "O", "C", "B", "N", "O", "C", "C", "C", "C", "S", "C", "S", "N", "C", "C", "O", "C", "C", "H", "H", "H", "H", "H", "H", "H", "H", "H", "H", "H", "H", "H", "H", "H", "H", "H", "H", "H", "H", "H", "H", "H", "H", "H", "H"],
  "positions_angstrom": [[3.7509, -2.0605, 0.7832], [4.0280, -1.7774, -0.6547], [3.5051, -2.3281, -1.5562], [5.0306, -0.8144, -0.9092], [4.6559, 0.4291, -1.2961], [5.4573, 1.2913, -1.3479], [3.2231, 0.7027, -1.7326], [2.3494, 1.1764, -0.6478], [2.7900, 1.2052, 0.6193], [2.0030, 1.6714, 1.6494], [0.7062, 2.1089, 1.3783], [-0.3410, 2.7099, 2.7508], [-0.9265, 4.0030, 2.4502], [0.6281, 2.7669, 4.0272], [-1.4120, 1.5850, 3.0973], [0.2464, 2.0803, 0.0529], [-1.2329, 2.6584, -0.2663], [-2.4627, 2.2493, 0.3783], [-1.2803, 3.5809, -1.2543], [1.0893, 1.5925, -0.9644], [0.6271, 1.4985, -2.3726], [0.3330, 0.0373, -2.8516], [0.0914, -0.9848, -1.7381], [-0.9644, -2.3579, -2.3170], [-2.5273, -1.8438, -1.5726], [-3.2248, -0.4773, -2.1358], [-3.0225, -2.7028, -0.6245], [-4.3090, -2.3268, -0.0260], [-4.2139, -1.2752, 1.0637], [-3.2261, -1.5675, 2.0407], [-1.9950, -1.9660, 1.5103], [-2.0922, -3.0560, 0.4519], [4.5742, -1.7655, 1.4241], [2.8135, -1.6057, 1.0846], [3.6601, -3.1390, 0.8651], [2.8206, -0.1865, -2.2054], [3.2879, 1.4708, -2.4904], [3.7835, 0.8617, 0.8552], [2.3932, 1.6736, 2.6513], [0.9584, 1.8792, 4.2245], [-1.0265, 0.8481, 3.5892], [-2.6863, 2.7262, 1.2411], [-2.5734, 1.2499, 0.4799], [-2.1591, 3.9869, -1.2232], [-0.2752, 2.0751, -2.5000], [1.3513, 1.9402, -3.0520], [-0.5527, 0.0676, -3.4760], [1.1311, -0.2866, -3.5137], [1.0362, -1.4554, -1.4700], [-0.4021, -0.5676, -0.8684], [-4.6949, -3.2302, 0.4483], [-5.0440, -2.0576, -0.7723], [-4.1141, -0.2735, 0.6506], [-5.1665, -1.2823, 1.5860], [-1.4008, -1.1277, 1.1083], [-1.4230, -2.3753, 2.3420], [-1.0980, -3.2880, 0.0904], [-2.4779, -3.9471, 0.9449]],
  "forces_ev_per_angstrom": [[0.702, -0.400, 0.084], [0.377, -0.030, 0.180], [-0.494, -0.211, -0.750], [-0.725, -0.063, 0.563], [-0.050, -0.116, -0.215], [0.833, 0.861, 0.055], [0.182, -0.578, -0.268], [-0.334, -0.070, -0.012], [-0.126, 0.304, 0.844], [-0.210, -0.171, -0.552], [0.203, -0.525, -0.277], [-0.144, 0.858, 0.596], [-0.179, 0.078, -0.409], [-0.013, -0.639, -0.639], [0.562, -0.240, -0.145], [-0.188, -0.123, -0.064], [-0.273, -0.020, -0.247], [0.551, -0.121, -0.066], [0.176, 0.445, 0.518], [-0.179, 0.506, 0.577], [-0.035, -0.650, -0.487], [-0.115, 0.362, 0.061], [0.015, -0.212, -0.853], [0.085, -0.413, 0.404], [0.209, -0.102, -0.323], [-0.209, 0.104, 0.077], [0.440, 1.500, -0.110], [-0.313, -0.850, 0.465], [-0.400, 0.143, -0.086], [-0.083, 0.000, -0.048], [0.423, -0.101, -0.168], [-0.218, -0.728, 0.650], [-0.025, 0.305, 0.101], [-0.126, 0.103, 0.062], [-0.251, -0.115, 0.053], [-0.343, -0.026, 0.117], [0.092, 0.250, -0.007], [0.201, -0.018, -0.347], [0.280, 0.052, 0.051], [0.180, 0.210, 0.519], [-0.417, -0.177, 0.081], [-0.296, 0.050, -0.050], [-0.045, -0.035, 0.285], [-0.037, -0.047, -0.394], [-0.099, 0.171, 0.220], [0.143, 0.146, -0.008], [-0.157, 0.167, -0.014], [0.124, -0.277, 0.023], [0.011, -0.049, 0.364], [0.049, 0.162, 0.155], [0.098, -0.183, -0.012], [0.120, 0.267, -0.287], [0.384, 0.130, -0.094], [-0.067, 0.015, 0.154], [-0.253, 0.290, -0.058], [0.059, -0.021, 0.101], [-0.001, -0.007, -0.281], [-0.092, -0.161, -0.089]],
  "largest_force_ha_per_bohr": 0.030,
  "gap_ev": 6.2384,
  "e_tot_ha": -2592.08679,
  "charge": 1,
  "e_lumo_ha": -0.173,
  "spin_multiplicity": 1
}



[2]
{
  "formula": "C17H26Br33N6",
  "method": "wB97M-V/def2-TZVPD",
  "species": ["C", "N", "C", "N", "C", "N", "C", "N", "C", "N", "C", "N", "H", "H", "H", "H", "H", "H", "H", "H", "H", "H", "H", "H", "H", "H", "H", "C", "Br", "Br", "Br", "H", "C", "Br", "Br", "Br", "H", "C", "Br", "Br", "Br", "H", "C", "Br", "Br", "Br", "H", "C", "Br", "Br", "Br", "H", "C", "Br", "Br", "Br", "H", "C", "Br", "Br", "Br", "H", "C", "Br", "Br", "Br", "H", "C", "Br", "Br", "Br", "H", "C", "Br", "Br", "Br", "H", "C", "Br", "Br", "Br", "H"],
  "positions_angstrom": [[0.0875, -2.1216, -0.3427], [0.0424, -0.6460, 0.0635], [-0.9551, -0.4437, 1.1500], [-2.3214, -0.0508, 0.6670], [-3.3571, -0.8953, 0.8523], [-3.3923, -2.2117, 1.4529], [-4.7793, -2.5892, 1.3780], [-5.5696, -1.5446, 0.7795], [-7.0512, -1.5001, 0.4889], [-7.8832, -2.1657, 1.5236], [-8.8925, -1.2432, 2.1404], [-4.7063, -0.5321, 0.4375], [-0.4437, -2.3338, -1.3305], [-0.2300, -2.8090, 0.5146], [1.2072, -2.3447, -0.5409], [0.9688, -0.5030, 0.5245], [-0.5728, 0.4521, 1.7742], [-1.0133, -1.3291, 1.8899], [-2.5449, 0.8605, 0.2349], [-5.2229, -3.5774, 1.7416], [-7.4193, -0.4415, 0.2684], [-7.1775, -2.0919, -0.4992], [-7.3296, -2.5282, 2.3108], [-8.5841, -0.1423, 2.1635], [-9.0479, -1.5524, 3.2437], [-9.8995, -1.4047, 1.6246], [-4.9625, 0.3661, -0.0275], [4.0578, 1.0545, -1.1137], [3.4568, -0.4194, -2.2231], [3.4322, 0.8794, 0.7167], [5.9794, 1.2936, -1.1939], [3.6085, 1.9602, -1.5190], [-2.0092, -0.9194, 4.7771], [-2.2149, -2.0673, 6.3257], [-3.0782, 0.6929, 4.9254], [-0.1448, -0.5170, 4.4198], [-2.3862, -1.4732, 3.9174], [-0.0346, 0.6179, -3.7480], [-1.8909, 1.1686, -3.6491], [0.5096, -0.2853, -2.1149], [0.3255, -0.4494, -5.3320], [0.5652, 1.5243, -3.8338], [4.0800, 4.6363, -3.4534], [3.5029, 2.9810, -4.2843], [3.6082, 4.6876, -1.5718], [5.9692, 4.9673, -3.7359], [3.5385, 5.4450, -3.9419], [7.9676, -1.9716, 1.2879], [6.7318, -2.4801, -0.1192], [9.7919, -1.8612, 0.6399], [7.4170, -0.3364, 2.1776], [7.9423, -2.7640, 2.0348], [-7.2455, 3.1351, 0.3486], [-8.6346, 2.5147, -0.8524], [-7.7416, 2.9074, 2.2086], [-5.5324, 2.3077, -0.0458], [-7.1279, 4.2044, 0.1772], [7.3919, 2.3173, 5.3739], [8.2956, 3.8380, 6.1685], [6.8315, 1.0305, 6.7125], [5.9156, 2.8677, 4.2414], [8.1155, 1.8157, 4.7328], [-5.4791, 2.2776, -5.3900], [-5.1816, 2.1835, -3.4728], [-4.4920, 0.9078, -6.3428], [-7.3684, 2.2401, -5.8254], [-5.0936, 3.2395, -5.7248], [5.9142, -2.1494, -4.7912], [5.5136, -0.3079, -4.3330], [4.8240, -2.7782, -6.2676], [7.8061, -2.4153, -5.1265], [5.6564, -2.7563, -3.9237], [6.0847, -6.9941, -0.2903], [6.1927, -5.7053, 1.1553], [6.1865, -6.1369, -2.0283], [7.4059, -8.4008, -0.1020], [5.1055, -7.4655, -0.2243], [1.3454, 5.3593, 1.9063], [0.7548, 3.9012, 0.7688], [0.7173, 5.1505, 3.7292], [3.2691, 5.5998, 1.8300], [0.8945, 6.2705, 1.5160]],
  "forces_ev_per_angstrom": [[1.177, -1.086, 0.550], [-0.510, -2.937, 4.373], [1.229, 1.460, 1.088], [-0.606, -1.604, 0.353], [-3.556, -1.618, -0.004], [-3.877, 2.132, -1.620], [1.348, 3.512, -1.258], [1.975, -2.326, 1.736], [-0.809, -1.165, -1.475], [0.654, 1.416, 0.551], [-0.972, -0.198, 0.994], [3.602, -1.336, 1.041], [0.331, 0.207, 1.825], [0.216, 0.880, -1.193], [-1.825, 0.149, 0.241], [-0.962, 0.210, -0.394], [-0.703, -1.404, -1.046], [-0.429, 1.306, -1.447], [0.715, -0.858, 0.407], [0.787, 1.765, -0.655], [0.905, -1.210, 0.573], [0.267, 1.011, 1.486], [-0.036, 0.213, -0.819], [-0.408, -1.429, -0.264], [0.238, 0.430, -1.813], [1.416, 0.567, 0.636], [-0.370, -1.522, 0.588], [0.137, -0.141, -0.240], [0.589, 0.194, 1.625], [0.152, 0.002, -0.161], [-0.418, 0.087, 0.160], [0.063, -0.264, 0.131], [-0.041, -0.174, -0.029], [0.063, 0.300, -0.342], [0.200, -0.260, -0.077], [-0.219, -0.043, 0.446], [0.086, 0.125, 0.209], [0.971, -0.213, -0.338], [0.309, -0.130, 0.084], [-2.142, 2.820, -4.201], [-0.138, 0.198, 0.080], [-0.225, -0.167, -0.071], [0.087, 0.188, -0.067], [0.112, 0.139, 0.127], [0.147, 0.035, -0.376], [-0.433, -0.158, 0.096], [0.125, -0.238, 0.136], [0.072, -0.103, 0.024], [0.256, 0.428, 0.144], [-0.413, 0.014, 0.100], [0.023, -0.242, -0.181], [0.008, 0.208, -0.203], [-0.699, 0.134, 0.115], [0.427, 0.037, 0.284], [0.198, -0.023, -0.441], [-0.208, 1.346, -0.015], [0.139, -0.305, 0.002], [0.144, -0.044, 0.005], [-0.239, -0.307, -0.152], [0.073, 0.280, -0.265], [0.213, -0.103, 0.167], [-0.200, 0.131, 0.168], [0.049, -0.020, -0.370], [-0.229, 0.043, -0.326], [-0.303, 0.273, 0.223], [0.393, -0.026, 0.174], [-0.095, -0.247, 0.148], [0.068, 0.034, 0.040], [1.325, -0.379, -1.580], [0.194, 0.137, 0.263], [-0.377, 0.042, 0.058], [0.062, 0.162, -0.210], [-0.038, -0.116, 0.044], [-0.059, -0.485, -0.170], [0.032, -0.119, 0.304], [-0.251, 0.346, -0.059], [0.272, 0.148, -0.017], [-0.016, 0.167, 0.090], [0.080, 0.159, 0.199], [0.154, -0.023, -0.378], [-0.403, -0.147, 0.081], [0.122, -0.264, 0.086]],
  "largest_force_ha_per_bohr": 0.107,
  "gap_ev": 6.8088,
  "e_tot_ha": -85933.80297,
  "charge": 1,
  "e_lumo_ha": -0.124,
  "spin_multiplicity": 1
}